No. 1
{"formula": "C4H12O7Zn", "method": "ωB97M-V/def2-TZVPD", "elements": ["Zn", "C", "C", "O", "O", "H", "H", "H", "C", "C", "O", "O", "H", "H", "H", "O", "H", "H", "O", "H", "H", "O", "H", "H"], "coordinates": [[-0.03199, 0.25691, 0.11614], [-2.36148, 2.23747, -4.76436], [-1.90941, 1.76648, -3.44902], [-1.76478, 0.57021, -3.30115], [-1.51053, 2.59135, -2.65348], [-3.01248, 1.50721, -5.24500], [-1.53767, 2.35072, -5.46907], [-2.86958, 3.19879, -4.68824], [2.21071, -4.24307, 3.14212], [1.86166, -3.02141, 2.34873], [1.85149, -1.87012, 2.75229], [1.37647, -3.10674, 1.22280], [2.26479, -3.90232, 4.17608], [3.25333, -4.34312, 2.84042], [1.61836, -5.14763, 3.00430], [3.09088, 1.00334, -1.13553], [3.68867, 0.44287, -0.64080], [3.64311, 1.71345, -1.46265], [-2.92886, -0.37940, 1.89204], [-3.83951, -0.11482, 2.02218], [-2.87438, -1.25189, 2.28194], [-0.00398, 2.92155, 2.13254], [0.63547, 3.49164, 2.55954], [-0.85017, 3.32861, 2.31829]], "orbital_gap_ha": 0.1126, "e_lumo_ev": -5.01}

No. 2
{"formula": "C4H12OP", "method": "ωB97M-V/def2-TZVPD", "elements": ["C", "C", "C", "C", "O", "P", "H", "H", "H", "H", "H", "H", "H", "H", "H", "H", "H", "H"], "coordinates": [[-2.86329, -1.24210, 0.08389], [1.64902, 1.14104, 0.79614], [-0.36561, 1.51551, -0.47379], [0.67659, -0.68607, -0.52794], [0.49470, 0.50832, 0.26942], [2.20091, -1.38192, -0.60899], [-3.56439, -0.78970, 0.78089], [-1.85344, -1.51485, 0.39961], [-2.53302, -0.54931, -0.74735], [2.45670, 1.06359, 0.11384], [1.59110, 2.16514, 0.83811], [2.01964, 0.79199, 1.79700], [-1.16351, 0.91991, -0.78094], [-0.66554, 2.42031, 0.21166], [0.23235, 1.94838, -1.22784], [-3.36150, -2.13500, -0.22444], [3.22031, -1.40193, 0.32310], [1.82898, -2.77330, -1.02236]], "orbital_gap_ha": [0.3124, 0.2701], "e_lumo_ev": [-3.41, -6.94], "total_charge": 1, "spin_multiplicity": 3}

No. 3
{"formula": "C4H12OS", "method": "ωB97M-V/def2-TZVPD", "elements": ["C", "C", "C", "S", "C", "H", "H", "H", "H", "H", "H", "H", "H", "H", "H", "H", "H", "O"], "coordinates": [[-0.83740, 0.21696, -2.25609], [-0.20836, -1.02099, -1.60246], [0.54865, -0.65255, -0.30000], [-0.45284, -0.79329, 1.17757], [0.59886, 0.42797, 2.17916], [-1.50140, 0.66627, -1.49992], [-0.01671, 0.93783, -2.36348], [-1.30273, 0.04827, -3.23353], [0.42139, -1.57982, -2.29191], [-0.98505, -1.74430, -1.29866], [0.80481, 0.42649, -0.23664], [1.45227, -1.27498, -0.34333], [-0.07827, 0.84486, 2.92822], [1.29754, -0.28014, 2.62739], [1.14038, 1.19065, 1.61724], [-0.72937, 1.38090, 0.26456], [0.53880, 2.86777, 0.03756], [0.57332, 1.99890, -0.37308]], "orbital_gap_ha": 0.3136, "e_lumo_ev": -0.35}

No. 4
{"formula": "C4H12OS2", "method": "ωB97M-V/def2-TZVPD", "elements": ["C", "C", "C", "S", "S", "C", "H", "H", "H", "H", "H", "H", "H", "H", "H", "H", "O", "H", "H"], "coordinates": [[0.33223, 0.83128, -1.97301], [0.31658, 0.59567, -0.46303], [1.72926, 0.54741, 0.11390], [2.51109, -1.11959, -0.03165], [1.25447, -2.30409, 1.07447], [2.00692, -2.10866, 2.73512], [-0.16397, 1.74045, -2.26351], [-0.13255, -0.01610, -2.48248], [1.29067, 0.90520, -2.47631], [-0.12662, -0.30218, -0.02961], [-0.28819, 1.39789, -0.04914], [1.75708, 0.70626, 1.19830], [2.48642, 1.17839, -0.34000], [2.94413, -2.64928, 2.68446], [1.35129, -2.61622, 3.41565], [2.15491, -1.06471, 2.95397], [-6.35461, 1.54572, -1.70872], [-5.94995, 0.87169, -1.13976], [-7.11915, 1.86087, -1.21866]], "orbital_gap_ha": 0.3533, "e_lumo_ev": 0.71, "smiles": "CCCSSC.O"}

No. 5
{"formula": "C4H12OS2", "method": "ωB97M-V/def2-TZVPD", "elements": ["C", "C", "C", "S", "S", "C", "H", "H", "H", "H", "H", "H", "H", "H", "H", "H", "O", "H", "H"], "coordinates": [[-1.69031, 0.66899, -1.59758], [-1.97879, 0.42275, -0.06280], [-0.50008, 0.42712, 0.64209], [0.37423, -1.01689, 0.06989], [2.33175, -0.33732, 0.74853], [2.91888, 0.72260, -0.61637], [-1.18689, 1.64029, -1.81852], [-2.68612, 0.82521, -2.02240], [-1.24944, -0.21255, -2.07914], [-2.42059, -0.57779, -0.02766], [-2.66521, 1.10174, 0.29435], [-0.58126, 0.61277, 1.69369], [-0.15613, 1.37542, 0.21513], [2.19885, 1.46061, -0.78073], [3.05781, 0.17763, -1.52597], [3.84983, 1.14415, -0.18174], [0.33683, -2.90700, 2.72473], [-0.61087, -2.53558, 2.58655], [0.65752, -2.99215, 1.73795]], "orbital_gap_ha": 0.3478, "e_lumo_ev": 0.38, "smiles": "CCCSSC.O"}

No. 6
{"formula": "C4H12OS2", "method": "ωB97M-V/def2-TZVPD", "elements": ["C", "C", "S", "S", "C", "C", "H", "H", "H", "H", "H", "H", "H", "H", "H", "H", "O", "H", "H"], "coordinates": [[-0.35079, 2.38393, -2.37301], [-0.52679, 0.92203, -2.78312], [-1.55344, -0.06925, -1.66646], [-0.53586, 0.10137, 0.09636], [0.67726, -1.23328, -0.02894], [0.34347, -2.48428, 0.76740], [-0.24804, 2.99985, -3.28060], [0.54589, 2.51897, -1.77621], [-1.21481, 2.70741, -1.79827], [0.41486, 0.41224, -2.94578], [-1.06348, 0.83542, -3.72845], [0.77288, -1.45705, -1.08585], [1.64153, -0.84106, 0.24750], [-0.04275, -3.25652, 0.09838], [-0.41719, -2.29648, 1.51424], [1.23939, -2.87456, 1.25609], [2.99864, 0.17035, 6.60472], [2.04390, 0.03935, 6.63098], [3.13820, 1.02267, 6.16434]], "orbital_gap_ha": 0.3429, "e_lumo_ev": 0.51, "smiles": "CCSSCC.O"}

No. 7
{"formula": "C4H12OS2", "method": "ωB97M-V/def2-TZVPD", "elements": ["C", "C", "S", "S", "C", "C", "H", "H", "H", "H", "H", "H", "H", "H", "H", "H", "H", "H", "O"], "coordinates": [[-1.77699, -1.50906, -2.27656], [-0.29381, -1.90493, -2.40102], [0.80390, -1.19887, -1.27389], [0.07949, 0.67583, -0.97727], [-0.42137, 0.67727, 0.82521], [-0.89143, 1.99981, 1.35341], [-2.36468, -2.20046, -2.89391], [-2.00523, -0.60870, -2.84947], [-2.18078, -1.47407, -1.27627], [0.09261, -1.60452, -3.40360], [-0.10265, -2.96954, -2.27330], [-1.07540, -0.18731, 0.97110], [0.44943, 0.33562, 1.38639], [-1.51899, 1.81044, 2.22346], [-1.42739, 2.69970, 0.72234], [-0.05567, 2.58654, 1.70225], [0.83736, 1.10072, 6.48404], [1.64989, 1.21567, 5.10090], [1.46926, 1.60558, 5.95652]], "orbital_gap_ha": [0.3510, 0.2053], "e_lumo_ev": [-4.11, -8.07], "total_charge": 1, "spin_multiplicity": 2}

No. 8
{"formula": "C4H12OSSi", "method": "ωB97M-V/def2-TZVPD", "elements": ["C", "C", "C", "C", "O", "Si", "S", "H", "H", "H", "H", "H", "H", "H", "H", "H", "H", "H", "H"], "coordinates": [[-4.07986, 0.51791, 0.13857], [-0.45196, -1.47705, 0.79642], [-2.85176, 1.31177, -0.41577], [4.07616, -0.09537, -0.80613], [-1.53856, 0.96958, -0.23272], [-0.34457, 0.32411, 0.48160], [4.43407, 0.94157, 0.67199], [-5.01688, 0.99776, 0.19531], [-4.12293, -0.31817, -0.55657], [-3.88078, 0.03431, 1.15089], [-0.58092, -1.82349, 1.92817], [-1.09934, -1.99151, 0.10429], [0.59071, -1.75589, 0.54309], [3.22179, -0.79959, -0.38130], [-3.08572, 2.24409, -0.83639], [3.51154, 0.45176, -1.50048], [4.93094, -0.46911, -1.32558], [0.61361, 0.37803, -0.67159], [5.67446, 0.55930, 0.71623]], "orbital_gap_ha": [0.2641, 0.3000], "e_lumo_ev": [-0.29, 0.85]}

No. 9
{"formula": "C4H12P2", "method": "ωB97M-V/def2-TZVPD", "elements": ["C", "C", "C", "C", "P", "P", "H", "H", "H", "H", "H", "H", "H", "H", "H", "H", "H", "H"], "coordinates": [[-0.35079, -0.87945, -1.12580], [-0.61997, -0.51350, 1.39150], [-1.62663, 1.07603, -0.18883], [-0.37872, 0.14372, -0.00776], [2.67827, -0.41439, -0.03088], [1.16497, 1.09717, 0.10643], [-0.82771, -0.41453, -2.13913], [0.66944, -1.18796, -1.47217], [-0.98496, -1.76276, -1.05815], [-0.58357, 0.10014, 2.25932], [0.06101, -1.31891, 1.74581], [-1.67979, -0.80467, 1.43811], [-1.44687, 1.49935, -1.28442], [-2.43581, 0.32133, -0.04802], [-1.60664, 1.91462, 0.56057], [3.63264, 0.43587, 0.23947], [2.88885, -0.69452, 1.34884], [1.44627, 1.40246, -1.73487]], "orbital_gap_ha": [0.2289, 0.2616], "e_lumo_ev": [0.94, -2.57], "spin_multiplicity": 3}

No. 10
{"formula": "C4H12P2S", "method": "ωB97M-V/def2-TZVPD", "elements": ["C", "C", "C", "C", "P", "P", "S", "H", "H", "H", "H", "H", "H", "H", "H", "H", "H", "H", "H"], "coordinates": [[-1.50909, -0.62510, 1.90218], [0.50061, -2.13474, 0.83525], [-0.81874, 1.79547, -1.26567], [2.44557, 0.04919, -1.11750], [-0.92001, -1.06194, 0.22934], [0.16059, 0.90861, -0.10307], [0.64014, 2.07405, 1.48315], [-0.90847, 0.09785, 2.47614], [-1.87105, -1.51676, 2.41883], [-2.50196, -0.07976, 1.91423], [1.27035, -1.37324, 1.11646], [0.99676, -2.51973, 0.00470], [0.25729, -2.72551, 1.75869], [-1.82138, 2.19101, -0.80388], [-0.36896, 2.68557, -1.56407], [-1.00298, 1.09913, -2.04685], [2.76041, 0.63588, -2.00508], [3.08863, 0.11126, -0.26204], [2.07535, -0.98754, -1.40003]], "orbital_gap_ha": 0.2748, "e_lumo_ev": -0.45}

No. 11
{"formula": "C4H12P2S2", "method": "ωB97M-V/def2-TZVPD", "elements": ["C", "C", "C", "C", "P", "P", "S", "S", "H", "H", "H", "H", "H", "H", "H", "H", "H", "H", "H", "H"], "coordinates": [[-2.99232, -0.57571, -0.10791], [0.24116, -1.68469, 1.18061], [-1.48170, -0.64246, -0.22002], [-0.80430, -0.85052, 1.13282], [-0.67673, 2.29074, 0.93492], [2.82009, 0.40961, 0.15844], [-0.85779, 1.00478, -0.77416], [2.32573, -0.45585, -1.47121], [-3.41280, 0.08712, 0.59977], [-3.44228, -0.32907, -1.10294], [-3.19560, -1.59149, -0.00855], [3.12729, -0.30685, 1.25152], [0.59524, -2.31170, 0.38803], [1.03128, -1.72087, 1.99032], [-1.18773, -1.41892, -0.91406], [-1.04693, -0.13985, 1.99880], [-0.93706, 3.39350, 0.11301], [-2.11572, 2.38360, 1.09128], [4.04964, 1.33748, 0.08634], [2.04963, 1.42123, 1.00454]], "orbital_gap_ha": [0.1557, 0.1856], "e_lumo_ev": [0.34, -3.12], "spin_multiplicity": 3}

No. 12
{"formula": "C4H12S", "method": "ωB97M-V/def2-TZVPD", "elements": ["C", "S", "C", "H", "H", "H", "H", "H", "H", "C", "C", "H", "H", "H", "H", "H", "H"], "coordinates": [[0.51543, 1.54822, 0.90573], [0.06974, 0.60873, 2.31997], [-1.29839, -0.45210, 1.79349], [-0.01824, 2.48036, 0.78263], [1.59097, 1.70963, 1.04287], [0.43283, 0.90980, 0.01183], [-0.98665, -1.43738, 1.49758], [-1.93100, -0.01631, 1.01859], [-1.87651, -0.57521, 2.71558], [1.08805, -0.86739, -3.23521], [-0.38896, -1.31464, -3.41925], [1.60648, -0.96796, -4.18128], [1.06595, 0.21899, -3.03753], [1.62230, -1.29540, -2.39609], [-1.09000, -0.52114, -3.64779], [-0.62622, -1.95659, -2.57755], [-0.47862, -2.01502, -4.24636]], "orbital_gap_ha": 0.3429, "e_lumo_ev": 0.92, "smiles": "CSC.CC"}

No. 13
{"formula": "C4H12S", "method": "ωB97M-V/def2-TZVPD", "elements": ["C", "C", "S", "H", "H", "H", "H", "H", "H", "C", "C", "H", "H", "H", "H", "H", "H"], "coordinates": [[1.68298, 0.55473, -2.01946], [1.56261, -0.43528, -0.83139], [1.93337, 0.47214, 0.68983], [1.11618, 0.12506, -2.84902], [2.73713, 0.70569, -2.26692], [1.36036, 1.56253, -1.79011], [0.48335, -0.60730, -0.73131], [1.86080, -1.44191, -1.12117], [3.18848, 0.17099, 1.07106], [-1.61717, 0.51732, 0.96033], [-2.30392, -0.73472, 1.54020], [-1.64248, 0.33439, -0.11408], [-2.13310, 1.47667, 0.98108], [-0.65277, 0.58412, 1.43951], [-2.52115, -1.46120, 0.75111], [-3.27072, -0.49583, 1.99569], [-1.78393, -1.32740, 2.29466]], "orbital_gap_ha": 0.3621, "e_lumo_ev": 0.86, "smiles": "CCS.CC"}

Energy relative to the best compared isomer or geometry (same formula, charge and spin), respectively: 10.557, 0.609, 4.102, 0.484, 1.172, 0.238, 0.654, 5.004, 0.852, 2.309, 4.663, 0.509, 0.846 eV.
Largest force on an atom, respectively: 4.01, 5.22, 4.43, 1.54, 5.01, 0.59, 2.78, 6.98, 4.09, 3.88, 6.03, 2.04, 2.19 eV/A.
Energy, respectively: -2465.351520, -575.612374, -632.876351, -1031.200013, -1031.174728, -1031.209057, -1030.889576, -922.372239, -842.061146, -1240.406982, -1638.404194, -557.751709, -557.739335 Ha.